Here is one molecule with the formula C11H17NO2S at a distorted geometry from the Open Molecules 2025 dataset. Energies are from ωB97M-V/def2-TZVPD.

The total charge is 0. The value obtained for the HOMO-LUMO gap (spin up / spin down) is 7.81 / 7.81 eV. As for the spin multiplicity: 1. The energy relative to the best compared isomer or geometry (same formula, charge and spin) is 5.952 eV. As for the SMILES: CC(C)(O)C(c1ccccc1)=[S@](C)(N)=O.

Last column: Löwdin charge in e.
Atoms and positions in Å:
C (3.69, -0.77, -0.24)  -0.0515
C (2.76, -1.18, 0.81)  -0.0645
C (3.19, 0.02, -1.26)  -0.1152
C (1.44, -0.84, 0.75)  -0.0670
C (1.94, 0.45, -1.26)  -0.0839
C (1.06, 0.01, -0.32)  -0.2788
C (-2.21, -2.49, 1.04)  -0.0698
C (-2.22, 1.69, 0.71)  -0.0476
C (-0.52, 2.77, -0.68)  -0.0377
C (-0.34, 0.49, -0.53)  -0.1537
C (-0.74, 1.64, 0.30)  -0.6440
N (-0.78, -2.26, -1.25)  -0.1166
O (-2.77, -0.76, -0.92)  -0.4258
O (0.12, 1.72, 1.47)  -0.0096
S (-1.52, -1.04, -0.31)  0.8313
H (4.68, -1.25, -0.31)  0.1007
H (3.02, -1.77, 1.74)  0.1175
H (3.75, 0.21, -2.13)  0.0950
H (0.68, -1.35, 1.33)  0.0989
H (1.67, 0.92, -2.18)  0.1236
H (-1.74, -3.39, 0.79)  -0.0048
H (-1.79, -1.97, 1.90)  0.0168
H (-3.26, -2.63, 1.13)  0.0307
H (-2.41, 0.87, 1.41)  0.0763
H (-2.83, 1.53, -0.27)  0.1234
H (-2.49, 2.62, 1.17)  0.0773
H (-1.12, 2.76, -1.62)  0.1090
H (0.51, 2.96, -0.80)  0.0642
H (-0.99, 3.69, -0.18)  0.1068
H (-0.10, -1.99, -1.93)  0.0492
H (-0.45, -2.93, -0.51)  0.0577
H (-0.25, 2.28, 2.15)  0.0920

***

Here is a 3-piece molecular cluster, C32H51F3N5O3PS overall at a distorted geometry from the Open Molecules 2025 dataset. Energies are from ωB97M-V/def2-TZVPD.

The total charge is 0. The value obtained for the HOMO-LUMO gap is 7.83 eV. As for the spin multiplicity: 1. As for the SMILES: CCCCCCCCc1cc(CCOCC(F)(F)F)cc2c1Sc1cccc([PH2]=N)c1N2CCN.CNC(C)=O.CNC(C)=O.

Last column: Löwdin charge in e.
Atoms and positions in Å:
C (4.12, -1.32, -0.73)  -0.1106
C (3.51, -1.44, -2.16)  -0.2611
C (2.86, -0.13, -2.64)  -0.2047
C (1.71, -0.30, -3.66)  -0.1979
C (1.92, -1.41, -4.70)  -0.2033
C (0.73, -1.60, -5.67)  -0.1812
C (0.15, -3.05, -5.74)  -0.1753
C (-1.23, -3.19, -5.03)  -0.1521
C (-1.22, -2.47, -3.68)  -0.2489
C (-0.29, -2.93, -2.75)  -0.0044
C (-0.26, -2.31, -1.52)  -0.2280
C (0.72, -2.81, -0.46)  -0.1016
C (-0.13, -3.52, 0.64)  -0.1778
O (0.51, -3.59, 1.90)  -0.1026
C (0.64, -2.32, 2.49)  -0.1108
C (0.48, -2.36, 4.02)  -0.5908
F (1.10, -1.27, 4.52)  0.1197
F (1.00, -3.46, 4.53)  0.1729
F (-0.83, -2.26, 4.33)  0.1366
C (-1.10, -1.26, -1.23)  0.0130
C (-2.03, -0.79, -2.13)  -0.2159
C (-2.08, -1.44, -3.37)  -0.3785
S (-3.29, -0.93, -4.58)  1.0546
C (-3.63, 0.74, -4.03)  -0.4348
C (-4.13, 1.59, -4.99)  -0.1156
C (-4.42, 2.90, -4.66)  -0.0757
C (-4.18, 3.30, -3.36)  -0.1082
C (-3.68, 2.46, -2.39)  -0.2675
P (-3.49, 3.21, -0.73)  0.7791
N (-4.01, 4.71, -0.77)  -0.3109
C (-3.37, 1.12, -2.73)  -0.2290
N (-2.86, 0.27, -1.69)  -0.0397
C (-3.89, -0.17, -0.73)  -0.1414
C (-3.48, -0.05, 0.80)  -0.2319
N (-2.28, 0.80, 1.03)  -0.0198
H (3.56, -0.54, -0.20)  0.0547
H (5.17, -0.99, -0.77)  0.0680
H (4.07, -2.26, -0.17)  0.0647
H (4.33, -1.68, -2.84)  0.1063
H (2.83, -2.30, -2.17)  0.0744
H (2.45, 0.41, -1.77)  0.0971
H (3.66, 0.51, -3.03)  0.1098
H (1.64, 0.66, -4.21)  0.1150
H (0.77, -0.39, -3.10)  0.0886
H (2.86, -1.18, -5.22)  0.1171
H (2.08, -2.36, -4.18)  0.0833
H (1.08, -1.38, -6.68)  0.1031
H (-0.08, -0.88, -5.48)  0.1084
H (-0.06, -3.23, -6.81)  0.1020
H (0.85, -3.80, -5.37)  0.1026
H (-1.34, -4.25, -4.76)  0.1168
H (-2.05, -2.85, -5.66)  0.0673
H (0.38, -3.76, -2.97)  0.1321
H (1.32, -2.00, -0.05)  0.1054
H (1.35, -3.61, -0.89)  0.1144
H (-0.46, -4.52, 0.31)  0.1368
H (-1.06, -2.93, 0.72)  0.1108
H (1.66, -1.95, 2.30)  0.1416
H (-0.07, -1.60, 2.05)  0.1252
H (-1.00, -0.83, -0.23)  0.1065
H (-4.35, 1.28, -6.01)  0.1095
H (-4.82, 3.60, -5.39)  0.1098
H (-4.42, 4.33, -3.09)  0.0893
H (-2.12, 3.12, -0.41)  -0.0027
H (-4.23, 2.43, 0.19)  0.0103
H (-3.19, 5.27, -0.53)  -0.0494
H (-4.05, -1.25, -0.88)  0.1213
H (-4.87, 0.30, -0.90)  0.1178
H (-4.31, 0.38, 1.36)  0.0994
H (-3.23, -1.06, 1.16)  0.0960
H (-2.58, 1.59, 1.60)  0.0308
H (-1.68, 0.28, 1.67)  0.0484
C (-0.37, 3.64, 3.78)  -0.0019
C (-0.61, 3.75, 2.30)  -0.5401
O (-1.74, 3.76, 1.82)  -0.0201
N (0.47, 3.85, 1.49)  0.0161
C (1.87, 3.86, 1.88)  -0.0710
H (-1.33, 3.57, 4.29)  0.0855
H (0.20, 2.74, 4.00)  0.0819
H (0.15, 4.52, 4.15)  0.0883
H (0.25, 3.93, 0.51)  0.1372
H (2.33, 4.79, 1.54)  0.0851
H (2.38, 3.02, 1.39)  0.0807
H (2.00, 3.77, 2.95)  0.0726
C (1.95, 0.12, 7.77)  -0.0108
C (2.68, 1.32, 8.33)  -0.5562
O (2.10, 2.22, 8.91)  0.0314
N (4.03, 1.36, 8.17)  0.0010
C (4.88, 0.38, 7.51)  -0.0796
H (0.89, 0.22, 7.98)  0.0841
H (2.09, 0.06, 6.69)  0.0688
H (2.31, -0.80, 8.24)  0.0866
H (4.46, 2.18, 8.56)  0.1378
H (5.62, 0.01, 8.22)  0.0824
H (5.41, 0.87, 6.68)  0.0811
H (4.31, -0.45, 7.13)  0.0707

***

Here is a 5-piece molecular cluster, C38H75FN6O3 overall at a distorted geometry from the Open Molecules 2025 dataset. Energies are from ωB97M-V/def2-TZVPD.

The total charge is 0. The value obtained for the HOMO-LUMO gap is 7.16 eV. As for the spin multiplicity: 1. The energy relative to the best compared isomer or geometry (same formula, charge and spin) is 6.568 eV. As for the SMILES: CC(=O)NCCCCc1ccc(F)c2c1C(=O)NC2=O.CCN(CC)CC.CCN(CC)CC.CCN(CC)CC.CCN(CC)CC.

Last column: Löwdin charge in e.
Atoms and positions in Å:
C (2.92, -4.85, 0.26)  -0.0202
C (2.05, -4.41, -1.03)  -0.4141
O (1.25, -5.21, -1.61)  0.0073
N (2.18, -3.07, -1.62)  -0.0163
C (1.05, -2.16, -1.16)  -0.1856
C (1.52, -1.53, 0.24)  -0.1824
C (0.57, -0.37, 0.83)  -0.1914
C (-0.57, 0.16, -0.13)  -0.1887
C (-1.89, -0.67, -0.30)  -0.0993
C (-2.92, -0.24, -1.43)  0.0272
C (-4.27, -1.02, -1.60)  0.0358
C (-4.68, -2.22, -0.68)  -0.0946
F (-5.91, -2.91, -0.78)  0.0109
C (-3.67, -2.63, 0.40)  0.0434
C (-2.33, -1.86, 0.55)  0.0115
C (-1.63, -2.61, 1.74)  -0.3234
O (-0.49, -2.99, 2.07)  0.0657
N (-2.82, -3.01, 2.58)  0.1221
C (-3.66, -3.71, 1.56)  -0.3055
O (-4.20, -4.84, 1.65)  0.0808
H (3.79, -5.49, -0.10)  0.0856
H (3.35, -3.92, 0.78)  0.0714
H (2.20, -5.44, 0.94)  0.1006
H (3.10, -2.64, -1.36)  0.1057
H (1.03, -1.32, -1.96)  0.1206
H (0.08, -2.75, -1.10)  0.1292
H (2.58, -1.09, 0.06)  0.1160
H (1.69, -2.41, 0.96)  0.0908
H (1.28, 0.53, 1.01)  0.1176
H (0.14, -0.59, 1.87)  0.1024
H (-0.86, 1.22, 0.23)  0.1332
H (-0.11, 0.33, -1.17)  0.1169
H (-2.63, 0.66, -2.10)  0.1060
H (-4.97, -0.66, -2.43)  0.0963
H (-2.40, -3.85, 3.04)  0.1392
C (-6.43, 3.48, -3.35)  -0.0914
C (-5.29, 4.48, -3.45)  -0.2720
N (-3.97, 3.87, -3.53)  -0.1952
C (-2.88, 4.82, -3.32)  -0.2512
C (-2.70, 5.93, -4.35)  -0.0857
C (-3.77, 2.91, -4.60)  -0.2565
C (-3.99, 3.39, -6.04)  -0.0806
H (-6.28, 2.79, -2.52)  0.0762
H (-7.38, 4.00, -3.19)  0.0739
H (-6.54, 2.89, -4.27)  0.0643
H (-5.34, 5.11, -2.55)  0.1185
H (-5.48, 5.15, -4.30)  0.0987
H (-1.93, 4.27, -3.23)  0.1102
H (-3.02, 5.29, -2.34)  0.1090
H (-2.28, 5.56, -5.28)  0.0374
H (-2.01, 6.68, -3.97)  0.0754
H (-3.64, 6.44, -4.58)  0.0700
H (-4.42, 2.05, -4.43)  0.0955
H (-2.76, 2.49, -4.53)  0.1106
H (-4.91, 3.97, -6.15)  0.0708
H (-4.08, 2.52, -6.70)  0.0756
H (-3.16, 3.99, -6.40)  0.0461
C (1.89, -0.69, 7.59)  -0.0831
C (0.68, -0.69, 6.67)  -0.2671
N (0.01, -1.98, 6.59)  -0.1872
C (-0.96, -2.06, 5.50)  -0.2549
C (-2.18, -1.14, 5.56)  -0.0848
C (-0.43, -2.57, 7.85)  -0.2522
C (-1.38, -1.75, 8.72)  -0.0861
H (2.60, -1.47, 7.31)  0.0571
H (2.41, 0.27, 7.53)  0.0747
H (1.61, -0.84, 8.64)  0.0672
H (1.04, -0.41, 5.68)  0.1172
H (-0.01, 0.10, 6.99)  0.0978
H (-1.30, -3.10, 5.39)  0.1088
H (-0.43, -1.85, 4.56)  0.0941
H (-2.90, -1.49, 6.30)  0.0575
H (-2.69, -1.14, 4.59)  0.0544
H (-1.91, -0.11, 5.78)  0.0682
H (0.46, -2.79, 8.45)  0.0980
H (-0.88, -3.55, 7.66)  0.1157
H (-1.08, -0.71, 8.82)  0.0679
H (-1.40, -2.17, 9.73)  0.0730
H (-2.40, -1.79, 8.35)  0.0549
C (2.81, -5.14, 6.58)  -0.0904
C (4.19, -5.62, 6.18)  -0.2715
N (5.02, -4.59, 5.56)  -0.1930
C (6.21, -5.12, 4.90)  -0.2544
C (7.27, -5.79, 5.79)  -0.0916
C (5.21, -3.37, 6.34)  -0.2478
C (5.84, -3.51, 7.72)  -0.0847
H (2.28, -4.68, 5.74)  0.0786
H (2.21, -5.98, 6.94)  0.0737
H (2.85, -4.41, 7.40)  0.0589
H (4.05, -6.43, 5.45)  0.1175
H (4.69, -6.07, 7.05)  0.0975
H (6.70, -4.32, 4.33)  0.1100
H (5.89, -5.84, 4.15)  0.1075
H (7.83, -5.06, 6.36)  0.0538
H (7.98, -6.32, 5.16)  0.0712
H (6.83, -6.52, 6.47)  0.0670
H (4.24, -2.88, 6.45)  0.0823
H (5.81, -2.66, 5.75)  0.1156
H (5.40, -4.32, 8.30)  0.0685
H (5.67, -2.58, 8.29)  0.0715
H (6.92, -3.66, 7.67)  0.0536
C (2.30, 6.91, -9.45)  -0.0932
C (1.51, 5.61, -9.58)  -0.2729
N (0.64, 5.34, -8.44)  -0.1926
C (0.12, 3.98, -8.42)  -0.2511
C (-0.81, 3.56, -9.55)  -0.0895
C (-0.33, 6.38, -8.10)  -0.2462
C (-1.32, 6.81, -9.19)  -0.0840
H (2.87, 6.94, -8.52)  0.0793
H (3.00, 7.00, -10.28)  0.0725
H (1.65, 7.79, -9.49)  0.0639
H (2.24, 4.80, -9.66)  0.1178
H (0.95, 5.63, -10.52)  0.0979
H (-0.39, 3.80, -7.46)  0.1040
H (0.97, 3.29, -8.41)  0.1093
H (-1.80, 4.00, -9.45)  0.0516
H (-0.94, 2.47, -9.54)  0.0720
H (-0.41, 3.82, -10.54)  0.0672
H (0.23, 7.27, -7.78)  0.1028
H (-0.89, 6.09, -7.21)  0.0967
H (-0.84, 6.96, -10.16)  0.0682
H (-1.78, 7.76, -8.90)  0.0732
H (-2.12, 6.09, -9.30)  0.0536

***

Here is one molecule with the formula C8H12 at a distorted geometry from the Open Molecules 2025 dataset. Energies are from ωB97M-V/def2-TZVPD.

The total charge is 0. The value obtained for the HOMO-LUMO gap is 9.63 eV. As for the spin multiplicity: 1. The energy relative to the best compared isomer or geometry (same formula, charge and spin) is 3.681 eV. As for the SMILES: CC1=C(C)[C@@H]2CC[C@H]12.

Last column: Löwdin charge in e.
Atoms and positions in Å:
C (0.89, 1.85, 0.23)  -0.1307
C (1.37, 1.55, -1.27)  -0.0283
C (0.92, 0.39, 0.67)  -0.2101
C (0.92, -0.08, -0.84)  -0.0928
C (-0.47, -0.84, -0.42)  -0.1641
C (-0.34, -0.39, 0.83)  -0.1939
C (-1.22, -1.81, -1.25)  -0.0578
C (-1.31, -0.46, 2.01)  -0.0201
H (-0.01, 2.29, 0.34)  0.0766
H (1.50, 2.50, 0.68)  0.0513
H (0.62, 1.88, -2.07)  0.1002
H (1.76, 0.17, 1.21)  0.1082
H (2.37, 1.37, -1.56)  0.0699
H (1.69, -0.62, -1.21)  0.0625
H (-0.60, -2.56, -1.54)  0.0221
H (-1.56, -1.23, -2.28)  0.1442
H (-1.97, -2.38, -0.64)  0.0886
H (-0.83, -1.05, 2.71)  0.0434
H (-2.24, -0.99, 1.85)  0.0752
H (-1.49, 0.41, 2.55)  0.0556

***

Here is C11H25CeClI2N3OP2 as an isolated structure at a distorted geometry from the Open Molecules 2025 dataset. Energies are from ωB97M-V/def2-TZVPD.

The total charge is +2. The value obtained for the HOMO-LUMO gap (spin up / spin down) is 6.82 / 6.84 eV. Its expectation value of S² is 0.751. As for the spin multiplicity: 2. The energy relative to the best compared isomer or geometry (same formula, charge and spin) is 0.000 eV.

Last column: Löwdin charge in e.
Atoms and positions in Å:
I (-0.12, -0.36, -6.32)  -0.0031
I (-0.12, 2.34, -6.64)  0.0297
Ce (-0.10, 0.83, -0.61)  0.7579
P (-2.74, 1.50, -0.07)  0.6521
C (-3.58, 1.29, -1.68)  -0.2403
C (-3.29, 0.14, 1.00)  -0.2446
H (-4.37, 0.22, 1.16)  0.0677
H (-4.38, 3.05, 0.85)  0.0667
H (-2.78, 0.14, 1.97)  0.0314
H (-2.77, 3.18, 1.64)  0.0391
H (-3.27, 0.33, -2.14)  0.0555
H (-3.08, -0.84, 0.54)  0.0532
C (-3.29, 3.05, 0.68)  -0.2443
H (-4.67, 1.30, -1.54)  0.0658
H (-3.02, 3.89, 0.02)  0.0650
H (-3.28, 2.10, -2.36)  0.0623
P (2.50, 1.51, -0.03)  0.6538
C (3.33, 1.27, -1.65)  -0.2364
C (3.06, 3.06, 0.72)  -0.2460
H (2.54, 0.20, 2.02)  0.0490
H (4.12, 0.20, 1.20)  0.0666
H (2.82, -0.85, 0.62)  0.0435
C (3.04, 0.14, 1.05)  -0.2328
H (2.52, 3.20, 1.67)  0.0283
H (4.14, 3.06, 0.90)  0.0680
H (4.42, 1.26, -1.51)  0.0649
H (3.03, 2.08, -2.33)  0.0632
H (2.79, 3.90, 0.06)  0.0661
H (3.00, 0.31, -2.10)  0.0515
Cl (-0.01, 2.01, 1.83)  0.0923
C (1.20, -3.85, -1.36)  0.0496
N (0.60, -3.17, -0.21)  -0.0185
C (0.28, -3.85, 0.93)  0.0577
C (-0.25, -3.20, 2.02)  0.0549
C (-0.42, -1.82, 1.94)  -0.2983
N (-0.12, -1.16, 0.77)  0.0470
C (0.36, -1.86, -0.29)  -0.4906
O (0.58, -1.23, -1.40)  -0.1581
N (-0.94, -1.02, 2.92)  0.1791
H (1.27, -4.87, -1.02)  0.0985
H (2.20, -3.46, -1.58)  0.1194
H (0.56, -3.78, -2.24)  0.1193
H (0.50, -4.90, 0.81)  0.1507
H (-0.52, -3.72, 2.95)  0.1468
H (-1.21, -1.48, 3.78)  0.1397
H (-0.50, -0.09, 3.01)  0.0567

***

- What is the formula in the third record?
  C38H75FN6O3

***

- The highest spin multiplicity belongs to which entry?
  C11H25CeClI2N3OP2